Formula: C62H87As3GeN3SbSc
Source: OMol25
Level of theory: wB97M-V/def2-TZVPD

XYZ file:
```
158
C62H87As3GeN3SbSc wB97M-V/def2-TZVPD
H -2.219 -4.055 0.037
C -1.810 -0.055 -5.565
H 2.179 6.225 -0.945
C -3.155 2.179 -4.602
C 2.456 -0.267 4.993
H -1.577 0.103 5.537
H -3.391 -2.340 -1.196
C 0.475 -4.974 1.566
C -2.673 -5.976 5.091
H -0.881 5.063 1.961
H -3.687 3.036 -4.205
H -3.540 -5.568 1.390
H -3.651 0.765 3.794
H 0.691 1.112 -6.381
H -2.005 -1.461 -1.809
H 4.592 -2.591 -1.723
H 3.183 1.434 -0.895
As -1.920 -0.985 3.271
C 3.596 3.133 0.416
C 4.173 -2.237 -0.792
C -3.645 1.503 -5.712
C 0.316 -3.436 -0.848
H -0.042 -5.698 0.939
H 3.688 2.883 -1.758
C -3.072 -5.102 2.263
H 0.716 4.259 -3.219
H 2.343 4.187 -2.544
H -1.190 4.853 -1.971
C -4.793 0.379 -1.644
C -4.258 -7.557 3.247
H -1.110 -4.770 -4.419
H 2.724 -1.659 -4.166
C -1.735 -0.931 5.225
H -1.491 -2.417 -3.817
H -2.239 3.350 1.121
C 0.422 0.553 -1.687
C -3.603 -0.174 -1.185
H 0.900 6.758 1.502
C 3.837 2.309 -0.848
H -2.630 -1.324 5.712
H -4.557 1.837 -6.193
H -0.864 -1.516 5.529
H 3.588 1.327 1.648
C -2.971 0.387 -6.196
C -4.317 -3.014 1.614
H -5.329 -0.134 -2.441
H 1.374 -3.654 -0.992
H -2.964 -6.765 5.787
C 4.753 -2.297 2.904
C 1.020 -4.552 -4.611
C 1.793 0.891 -4.540
H 4.056 5.062 -0.507
H -0.360 5.365 3.627
H -1.855 1.800 1.863
H 2.010 3.161 3.647
H 3.178 4.456 3.332
H 0.267 -5.166 2.617
H 5.645 -2.910 2.994
H 1.253 2.812 -2.357
H 4.765 2.435 -6.535
C -2.438 -2.897 3.297
H 0.856 1.101 5.619
C 3.006 -1.283 1.511
C 4.192 -1.744 3.984
H 0.869 6.423 -2.114
H 5.170 2.088 1.447
H 2.535 -1.179 -1.741
H -1.529 -3.402 3.641
H -0.199 1.459 -1.649
H -3.283 -7.930 2.927
H 0.546 6.607 -0.394
H 4.879 1.949 -0.847
C 2.093 -3.672 -4.530
C 2.119 4.237 3.483
H -5.041 -3.100 2.428
C 1.306 3.900 -2.360
H -3.962 0.094 2.184
H 0.072 -2.531 -1.407
N 2.430 -1.002 0.272
H -0.105 1.306 3.393
C -0.479 -2.755 -4.027
C -2.946 -3.577 2.014
N -1.660 -0.046 0.291
C 4.098 2.292 1.595
C -2.666 2.410 1.474
C -0.268 -4.091 -4.360
C -2.835 0.467 -0.162
H 1.811 4.746 4.410
C 4.376 4.440 0.333
As -4.137 -5.683 3.817
H -3.351 -0.145 -7.060
H -1.760 -6.276 4.572
H 1.551 -5.053 1.408
C 3.006 -0.907 3.898
H -4.710 -3.562 0.750
C -1.305 0.611 -4.442
H 5.634 -3.159 0.489
H 1.716 6.736 3.059
C 1.119 6.029 -1.117
H 2.911 -0.387 5.970
N 1.271 0.068 2.451
H -4.965 3.112 0.324
C -2.012 -3.329 0.827
H 3.986 2.777 2.561
C 0.762 4.544 -1.085
H -4.623 -8.169 4.072
H 2.576 2.083 -7.637
C 1.264 4.770 2.330
H 5.060 1.804 -4.155
H -2.213 -2.333 0.425
C 4.185 -2.068 1.605
C 1.874 -2.335 -4.206
C -3.696 -0.157 3.212
C 3.038 1.101 -3.939
H -3.484 -1.592 -2.801
C 2.406 -0.720 2.636
Sc 0.264 -0.097 0.428
H -1.206 4.929 -0.201
Ge 0.320 0.048 -3.525
H -0.283 -4.254 -1.244
H -4.960 -7.636 2.417
C 3.940 2.003 -5.981
C 1.310 0.567 4.793
H 3.100 -4.022 -4.727
C 2.710 1.804 -6.598
C 1.650 6.228 2.085
H 4.638 -1.898 4.962
H 4.292 5.029 1.249
C -0.766 4.407 -1.057
As -0.068 -3.183 1.060
C 4.105 1.649 -4.646
C -4.584 2.190 -0.114
H -3.185 -3.012 4.086
C -1.995 1.736 -3.974
H -1.105 3.367 -1.009
C 0.587 -1.852 -3.944
H -3.345 2.653 2.300
H 3.172 0.840 -2.897
C 0.773 0.694 3.558
C -3.385 1.674 0.371
C -3.097 -1.462 -1.784
H -4.239 -1.962 1.326
C 3.013 -1.449 -0.805
H -1.296 -0.927 -5.956
H -2.479 -5.065 5.658
Sb 1.420 3.358 0.649
H -2.083 -5.547 2.376
C 4.739 -2.546 0.433
C -0.209 4.715 2.751
H 5.444 4.214 0.186
H -1.641 2.265 -3.094
H 1.186 -5.590 -4.875
H 2.611 6.350 1.584
C -5.306 1.564 -1.124
H -6.234 1.985 -1.495
C 1.648 1.251 -5.885
H -0.523 3.704 3.026
H -4.451 -0.818 3.640
```

The calculation puts the total energy at -12364.17572 hartree. The maximum force comes out at 0.025 hartree/bohr. Its HOMO energy (spin up / spin down) is -0.104 / -0.121 Eh. The HOMO-LUMO gap (spin up / spin down) is 5.17 / 5.60 eV. As for the total charge: -1. As for the energy above the lowest of the compared OMol25 structures with the same formula, charge and spin: 0.00 kcal/mol. The value obtained for the LUMO energy (spin up / spin down) is 0.0860 / 0.0846 Eh.

Formula: C26H29INO15P
Source: OMol25
Level of theory: wB97M-V/def2-TZVPD

XYZ file:
```
73
C26H29INO15P wB97M-V/def2-TZVPD
O -2.247 3.090 8.037
C -0.341 -6.097 -3.809
H 1.335 2.036 4.118
C -0.884 -7.322 -4.462
C -1.740 -0.804 4.233
O -1.578 0.252 2.140
N 2.768 3.110 -4.434
O 1.786 -2.375 -1.836
H -0.459 5.993 5.165
H -0.884 1.473 -4.922
O 0.886 -2.573 6.259
H -0.720 -8.706 -6.058
H 2.611 3.892 -3.768
H -0.833 1.250 6.829
C -1.713 0.831 -1.116
H 0.790 4.432 0.122
C -1.504 3.313 7.097
H -1.139 3.331 -1.067
C 0.831 -7.172 -6.185
C 0.587 3.344 0.387
O 1.010 4.166 4.003
I 2.316 -1.721 -4.686
O -1.753 -1.911 6.314
C 1.688 -1.398 -2.626
O -0.857 1.392 -0.087
H -2.172 -0.134 -0.720
H 1.235 -4.588 -3.916
H -1.644 3.180 0.741
C -0.890 2.840 -0.067
C 0.241 3.938 4.922
H -0.852 0.382 1.487
C -0.827 1.816 -3.825
O -0.146 4.287 -3.586
H 1.000 3.170 -5.793
H 1.323 2.625 -0.137
H 1.421 1.518 -4.970
H 0.689 3.141 1.509
O 0.829 1.575 4.817
O 2.491 -5.386 -6.081
H -2.170 -7.365 -3.099
H -2.788 -0.552 4.332
C 1.398 2.668 -4.848
H 2.693 -5.930 -6.867
C 0.096 2.545 5.431
H -2.633 5.207 7.869
H -1.827 2.339 -3.570
H 2.092 -1.783 4.060
O -1.964 -7.913 -3.882
C 0.839 -5.465 -4.408
H 1.833 0.827 -2.332
C -0.561 4.989 5.555
H 1.069 -0.109 -0.936
C -1.022 -0.451 3.164
C -1.125 -1.558 5.329
C -0.335 -7.820 -5.573
C 0.350 2.927 -3.624
C 0.323 -1.894 5.221
P -0.692 0.323 -2.667
C 1.079 0.005 -2.087
H -2.565 1.538 -1.445
H 0.840 2.736 -2.598
H -1.043 4.361 -3.973
O -0.879 -5.660 -2.807
C 0.420 -0.810 3.044
C -0.719 2.257 6.448
C 1.041 -1.544 4.152
O -2.132 5.666 7.166
H 3.162 2.325 -3.882
C 1.390 -5.964 -5.516
H 0.164 -2.707 6.903
O 1.350 -7.590 -7.206
C -1.379 4.701 6.570
O 1.042 -0.487 2.046
```

The calculation puts the total energy at -2830.41494 hartree. The maximum force comes out at 0.109 hartree/bohr. Its HOMO energy is -0.317 Eh. The HOMO-LUMO gap is 6.86 eV. Its SMILES is CCOCP(CC(=O)I)C[C@H](O)CN.O=C1C=C(O)C(=O)C=C1O.O=C1C=C(O)C(=O)C=C1O.O=C1C=C(O)C(=O)C=C1O. As for the total charge: 0. The value obtained for the LUMO energy is -0.0651 Eh.

Formula: C16H17ClN2O3S
Source: OMol25
Level of theory: wB97M-V/def2-TZVPD

XYZ file:
```
40
C16H17ClN2O3S wB97M-V/def2-TZVPD
H -2.746 -0.216 0.417
H -1.493 2.148 1.964
H -1.636 1.987 -3.075
H 2.597 2.404 -3.532
H -2.462 3.639 1.798
O -0.755 0.101 2.038
C 1.273 -1.920 1.468
H -0.969 -1.289 -1.841
H 4.010 -3.888 1.058
C 3.308 -3.234 1.551
H 0.145 -1.917 -0.207
C 1.920 1.648 -1.648
H -2.711 -1.068 -1.842
C -1.858 -1.311 -1.213
C -0.635 1.887 -2.690
C 0.827 1.297 -0.876
H 0.773 -0.895 3.269
O -2.648 3.279 -1.151
H -0.897 3.503 0.954
C 2.205 -2.768 0.861
C -0.735 -0.540 1.005
H 2.914 1.557 -1.235
H 0.977 0.957 0.137
C -0.458 1.400 -1.399
O -3.833 1.665 0.279
H 4.361 -3.218 3.409
H 2.734 -1.717 4.510
H -2.006 -2.310 -0.807
C -1.767 2.968 1.311
C 0.462 2.256 -3.448
N -1.603 1.049 -0.655
C 3.500 -2.855 2.869
C 1.742 2.127 -2.935
C -1.777 -0.274 -0.093
H 0.316 2.638 -4.448
C 1.483 -1.550 2.793
N 0.179 -1.498 0.715
S -2.603 2.275 -0.132
C 2.588 -2.015 3.483
Cl 1.979 -3.246 -0.798
```

The calculation puts the total energy at -1813.53502 hartree. The maximum force comes out at 0.020 hartree/bohr. Its HOMO energy is -0.332 Eh. The HOMO-LUMO gap is 9.62 eV. Its SMILES is C[C@@H](C(=O)Nc1ccccc1Cl)N(c1ccccc1)S(C)(=O)=O. As for the total charge: 0. As for the energy above the lowest of the compared OMol25 structures with the same formula, charge and spin: 16.55 kcal/mol. The value obtained for the LUMO energy is 0.0210 Eh.

Formula: C4H5KO2
Source: OMol25
Level of theory: wB97M-V/def2-TZVPD

XYZ file:
```
12
C4H5KO2 wB97M-V/def2-TZVPD
C -1.025 1.945 -0.636
H 0.005 2.276 -0.813
C 1.219 -1.545 -0.295
C -1.351 1.503 0.533
O -1.754 1.452 1.684
H -0.807 -1.617 -0.752
H -1.781 1.924 -1.430
C 0.174 -1.230 -1.038
O 2.152 -1.423 0.410
K 4.291 -2.357 2.283
H -1.694 0.575 2.127
H 0.572 -1.503 -2.071
```

The calculation puts the total energy at -905.12662 hartree. The maximum force comes out at 0.052 hartree/bohr. Its HOMO energy is -0.603 Eh. The HOMO-LUMO gap is 8.25 eV. As for the total charge: +2. The value obtained for the LUMO energy is -0.2998 Eh.

Formula: C19H22N4O4S
Source: OMol25
Level of theory: wB97M-V/def2-TZVPD

XYZ file:
```
50
C19H22N4O4S wB97M-V/def2-TZVPD
C -1.079 -1.875 -3.438
O -2.848 -1.764 1.949
C 2.838 2.254 -1.184
H 3.353 4.337 -1.126
H -0.029 -1.599 -3.585
H -1.405 4.919 0.956
H -1.508 -4.003 0.255
C 1.804 2.574 1.302
C 1.476 -1.519 -0.544
H 3.236 2.071 -2.173
C -1.947 0.636 0.547
N 0.669 0.417 2.458
C 0.710 -4.145 1.626
H 1.364 2.630 2.283
H 2.401 4.622 1.167
C -1.000 0.604 -2.054
C 2.902 3.508 -0.604
C 1.792 1.350 0.621
H -0.626 0.625 -3.065
H 1.367 -4.069 2.488
C 0.100 -0.720 2.766
C -0.338 -3.036 1.686
H -2.319 0.626 1.558
C -1.023 1.792 -1.336
C 2.371 3.662 0.673
H 0.227 -5.120 1.639
H -0.947 -3.162 2.594
N 2.303 1.199 -0.593
H -1.221 -2.917 -3.718
C 0.263 -1.668 1.735
H 0.850 -2.351 -0.854
H -1.715 -1.244 -4.067
O -1.449 -1.795 -2.081
H 1.450 -0.728 -1.288
O -3.538 -2.613 -0.250
O -1.564 2.939 0.748
C -1.444 -0.582 -1.482
C -1.233 4.181 0.174
H -1.872 4.408 -0.686
S -2.518 -2.043 0.579
C -1.497 1.827 -0.030
H 1.305 -4.060 0.721
C -1.908 -0.536 -0.167
H -0.663 2.686 -1.819
H -0.414 -0.842 3.698
N 1.209 0.252 1.237
H 2.509 -1.854 -0.453
N -1.198 -3.077 0.508
C 0.986 -1.012 0.760
H -0.182 4.218 -0.132
```

The calculation puts the total energy at -1655.35746 hartree. The maximum force comes out at 0.024 hartree/bohr. Its HOMO energy is -0.300 Eh. The HOMO-LUMO gap is 8.77 eV. Its SMILES is COc1ccc(OC)c(S(=O)(=O)N[C@@H](C)c2cnn(-c3ccccn3)c2C)c1. As for the total charge: 0. As for the energy above the lowest of the compared OMol25 structures with the same formula, charge and spin: 79.17 kcal/mol. The value obtained for the LUMO energy is 0.0223 Eh.

Formula: CH4N2O
Source: OMol25
Level of theory: wB97M-V/def2-TZVPD

XYZ file:
```
8
CH4N2O wB97M-V/def2-TZVPD
C -0.805 0.402 -0.040
H -0.867 -1.436 -0.058
O 1.349 -0.619 -0.194
N 0.593 0.571 0.064
H 1.443 -0.988 0.819
H 0.969 1.337 -0.534
N -1.474 -0.660 -0.093
H -1.209 1.393 0.035
```

The calculation puts the total energy at -225.16962 hartree. The maximum force comes out at 0.081 hartree/bohr. Its HOMO energy is -0.356 Eh. The HOMO-LUMO gap is 10.44 eV. Its SMILES is [H]/N=C\NO. As for the total charge: 0. As for the energy above the lowest of the compared OMol25 structures with the same formula, charge and spin: 76.80 kcal/mol. The value obtained for the LUMO energy is 0.0275 Eh.

- Among the records above, which one has the highest maximum force?
  C26H29INO15P

- What is the maximum force in the fourth record?
  0.052 hartree/bohr

- maximum force of number 3 (C16H17ClN2O3S)?
  0.020 hartree/bohr